1.
Here is 2 unconnected molecules or ions with the total composition C5H8N2 from the OMol25 dataset. Energies are from ωB97M-V with the def2-TZVPD basis set.

- HOMO-LUMO gap (eV) = 9.4
- DFT total energy (eV) = -8289.7845
- energy above the lowest of the compared OMol25 structures with the same formula, charge and spin (eV) = 5.212
- LUMO (Eh) = 0.031
- highest occupied orbital energy (eV) = -8.58

Last columns: bonded neighbours and bond lengths (Å).
Cartesian coordinates (Å):
1 C 0.414 0.773 -0.517  C2 1.345, C3 1.489, H4 1.080
2 C 1.411 0.008 -0.995  C1 1.345, C3 1.505, H5 1.083
3 C 1.721 0.890 0.185  C1 1.489, C2 1.505, H6 1.094, H7 1.091
4 H -0.392 1.408 -0.857  C1 1.080
5 H 1.877 -0.158 -1.959  C2 1.083
6 H 2.303 1.804 0.032  C3 1.094
7 H 1.855 0.448 1.174  C3 1.091
8 N 0.170 -2.218 -0.252  C9 1.209, H12 1.158
9 C -0.675 -1.527 0.268  N8 1.209, C10 1.357
10 C -1.257 -0.409 0.770  C9 1.357, N11 1.414, H13 1.089
11 N -2.420 0.245 0.301  C10 1.414, H14 1.015, H15 1.012
12 H 0.926 -1.435 -0.647  N8 1.158
13 H -1.028 -0.209 1.816  C10 1.089
14 H -3.227 0.053 0.887  N11 1.015
15 H -2.645 0.003 -0.655  N11 1.012

Atom charges from the Mulliken analysis, given in e for atoms 1 to 5:
1. C -0.286
2. C -0.399
3. C -0.491
4. H 0.397
5. H 0.395

2.
Here is 5 unconnected molecules or ions with the total composition C13H22BrCl8NO3P in a non-equilibrium geometry from the OMol25 dataset. Energies are from ωB97M-V with the def2-TZVPD basis set.

- HOMO-LUMO gap (eV) = 7.9
- DFT total energy (eV) = -200974.9541
- LUMO (Eh) = -0.156
- highest occupied orbital energy (eV) = -12.17
- total charge = +1

Last columns: bonded neighbours and bond lengths (Å).
Cartesian coordinates (Å):
1 C 0.234 1.992 2.894  C2 1.551, H16 1.098, H17 1.090, H18 1.094
2 C -1.109 1.247 2.681  C1 1.551, O3 1.419, H19 1.098, H20 1.102
3 O -1.839 1.958 1.692  C2 1.419, C4 1.405
4 C -2.856 1.186 1.106  O3 1.405, C5 1.557, H21 1.094, H22 1.104
5 C -2.336 0.057 0.170  C4 1.557, N6 1.478, H23 1.088, H24 1.095
6 N -0.971 0.301 -0.344  C5 1.478, C7 1.349, C15 1.328
7 C -0.051 -0.675 -0.193  N6 1.349, C8 1.355, H25 1.095
8 C 1.212 -0.548 -0.666  C7 1.355, Br9 1.891, C10 1.398
9 Br 2.477 -1.942 -0.480  C8 1.891
10 C 1.592 0.624 -1.326  C8 1.398, C11 1.371, H26 1.089
11 C 0.645 1.604 -1.473  C10 1.371, P12 1.882, C15 1.381
12 P 1.114 3.181 -2.387  C11 1.882, O13 1.658, O14 1.656
13 O 0.169 3.055 -3.743  P12 1.658, H27 0.972
14 O 0.428 4.427 -1.539  P12 1.656, H28 0.970
15 C -0.629 1.417 -0.977  N6 1.328, C11 1.381, H29 1.086
16 H 0.256 2.835 2.190  C1 1.098
17 H 0.319 2.423 3.892  C1 1.090
18 H 1.065 1.335 2.622  C1 1.094
19 H -0.902 0.209 2.388  C2 1.098
20 H -1.637 1.212 3.647  C2 1.102
21 H -3.567 1.837 0.589  C4 1.094
22 H -3.432 0.694 1.908  C4 1.104
23 H -2.339 -0.908 0.671  C5 1.088
24 H -3.003 0.007 -0.698  C5 1.095
25 H -0.317 -1.603 0.324  C7 1.095
26 H 2.610 0.725 -1.700  C10 1.089
27 H -0.503 2.377 -3.557  O13 0.972
28 H 0.098 4.076 -0.697  O14 0.970
29 H -1.359 2.211 -1.106  C15 1.086
30 C 4.805 0.547 0.909  Cl31 1.769, Cl32 1.768, H33 1.084, H34 1.083
31 Cl 4.156 2.177 1.135  C30 1.769
32 Cl 5.524 0.348 -0.694  C30 1.768
33 H 5.566 0.363 1.659  C30 1.084
34 H 3.996 -0.165 1.019  C30 1.083
35 C -2.804 0.865 -4.817  Cl36 1.787, Cl37 1.757, H38 1.084, H39 1.085
36 Cl -2.169 0.770 -3.150  C35 1.787
37 Cl -4.127 -0.265 -5.059  C35 1.757
38 H -3.161 1.874 -4.992  C35 1.084
39 H -2.000 0.625 -5.504  C35 1.085
40 C -0.900 -2.481 3.504  Cl41 1.769, Cl42 1.774, H43 1.084, H44 1.085
41 Cl 0.698 -1.769 3.241  C40 1.769
42 Cl -1.669 -2.937 1.972  C40 1.774
43 H -0.788 -3.372 4.112  C40 1.084
44 H -1.531 -1.759 4.012  C40 1.085
45 C 1.927 -5.964 -0.587  Cl46 1.772, Cl47 1.762, H48 1.085, H49 1.084
46 Cl 0.266 -5.386 -0.376  C45 1.772
47 Cl 1.989 -7.407 -1.596  C45 1.762
48 H 2.510 -5.181 -1.061  C45 1.085
49 H 2.339 -6.199 0.388  C45 1.084

Atom charges from the Mulliken analysis, given in e for atoms 1 to 5:
1. C -1.121
2. C 0.420
3. O -0.447
4. C -0.636
5. C -0.205

3.
Here is 8 unconnected molecules or ions with the total composition C5H24NO9 in a non-equilibrium geometry from the OMol25 dataset. Energies are from ωB97M-V with the def2-TZVPD basis set.

- HOMO-LUMO gap (spin up / spin down) (eV) = 2.8 / 10.9
- DFT total energy (eV) = -25486.3428
- energy above the lowest of the compared OMol25 structures with the same formula, charge and spin (eV) = 4.249
- 2S+1 = 2
- LUMO (spin up / spin down) (Eh) = 0.014 / 0.007
- highest occupied orbital energy (spin up / spin down) (eV) = -2.38 / -10.75

Last columns: bonded neighbours and bond lengths (Å).
Cartesian coordinates (Å):
1 O -1.086 2.582 -0.778  C2 1.257
2 C -1.187 2.766 0.461  O1 1.257, O3 1.322, C4 1.516
3 O -2.355 3.116 0.972  C2 1.322, H9 0.988
4 C -0.067 2.819 1.481  C2 1.516, C5 1.555, H10 1.192, H11 1.136
5 C 0.819 1.557 1.680  C4 1.555, C6 1.509, H12 1.027, H13 1.144
6 C 1.797 1.355 0.549  C5 1.509, C7 1.306, N8 1.489
7 C 3.062 1.606 0.347  C6 1.306, H14 1.120, H15 1.062
8 N 1.152 0.524 -0.505  C6 1.489, H16 1.034, H17 1.077, H18 1.024
9 H -2.948 3.402 0.234  O3 0.988
10 H -0.467 2.877 2.603  C4 1.192
11 H 0.530 3.763 1.279  C4 1.136
12 H 0.232 0.771 1.983  C5 1.027
13 H 1.503 1.674 2.589  C5 1.144
14 H 3.569 1.345 -0.617  C7 1.120
15 H 3.714 2.016 1.078  C7 1.062
16 H 0.753 -0.261 0.035  N8 1.034
17 H 1.829 0.202 -1.279  N8 1.077
18 H 0.431 1.058 -0.999  N8 1.024
19 H 1.279 -2.710 0.132  O21 0.943
20 H 2.312 -3.211 1.357  O21 0.856
21 O 1.573 -2.999 0.980  H19 0.943, H20 0.856
22 H -4.288 -0.035 -1.273  O24 0.930
23 H -3.275 1.014 -1.482  O24 0.948
24 O -3.613 0.214 -1.862  H22 0.930, H23 0.948
25 H -1.965 -1.903 3.166  O27 0.986
26 H -0.471 -2.544 2.512  O27 1.006
27 O -1.320 -2.012 2.428  H25 0.986, H26 1.006
28 H 0.398 -2.431 -2.628  O30 1.070
29 H -0.403 -2.882 -1.363  O30 0.894
30 O 0.412 -2.987 -1.714  H28 1.070, H29 0.894
31 H -1.513 -1.064 1.008  O33 0.954
32 H -2.436 -0.722 -0.085  O33 0.946
33 O -1.589 -0.478 0.258  H31 0.954, H32 0.946
34 H 2.524 -2.781 -1.169  O36 1.027
35 H 2.190 -2.165 -2.607  O36 1.015
36 O 2.611 -1.918 -1.717  H34 1.027, H35 1.015
37 H -1.364 -0.494 -1.526  O39 1.038
38 H -1.533 -0.403 -3.141  O39 1.079
39 O -0.807 -0.661 -2.386  H37 1.038, H38 1.079

Atom charges from the Mulliken analysis, given in e for atoms 1 to 5:
1. O -0.378
2. C -0.431
3. O -0.089
4. C -0.147
5. C -1.235